{
  "formula": "C13H26LaN6O6S",
  "method": "wB97M-V/def2-TZVPD",
  "lumo_energy_ev": [-3.90, -3.90],
  "largest_force_ev_per_a": 4.161,
  "total_charge": 1,
  "gap_ha": [0.2086, 0.2086],
  "symbols": ["La", "S", "O", "O", "O", "O", "O", "O", "N", "N", "N", "N", "N", "N", "C", "C", "C", "C", "C", "C", "C", "C", "C", "C", "C", "C", "C", "H", "H", "H", "H", "H", "H", "H", "H", "H", "H", "H", "H", "H", "H", "H", "H", "H", "H", "H", "H", "H", "H", "H", "H", "H", "H"],
  "positions_angstrom": [[0.04, 0.06, -1.49], [2.08, -1.22, 0.23], [-0.39, -0.32, -4.43], [-0.94, -2.70, -3.29], [-2.46, 1.57, -0.93], [-1.61, -0.49, 1.60], [-0.75, 1.95, 1.41], [1.94, 1.24, -2.44], [2.27, 0.77, 2.12], [0.05, 1.94, 0.36], [1.14, 2.12, -1.85], [1.29, -1.01, 2.84], [-1.05, -2.08, -2.04], [-1.29, -1.02, 0.36], [1.20, 3.84, 1.48], [1.98, 0.99, 3.45], [2.86, 3.80, -1.22], [1.68, 2.97, -0.92], [0.98, 2.95, 0.31], [-2.47, -3.02, 1.29], [1.38, -0.14, 3.90], [-1.72, -4.34, -1.31], [1.85, -0.47, 1.72], [-1.46, -2.89, -1.06], [0.84, -2.39, 2.94], [-1.73, -2.29, 0.22], [-1.32, 0.73, -4.06], [-0.11, -2.51, 2.40], [-2.76, -4.49, -1.64], [-1.80, -3.68, 1.86], [2.79, 1.39, 1.51], [-2.94, -2.31, 1.98], [-3.25, -3.65, 0.84], [-0.72, -1.95, -3.90], [2.92, 4.67, -0.55], [-2.13, 2.09, -0.16], [-1.28, 0.49, 1.55], [2.23, 1.92, 3.94], [3.79, 3.21, -1.12], [-2.02, 0.34, -3.30], [1.58, -3.05, 2.49], [-3.23, 1.09, -0.58], [0.30, 4.45, 1.64], [-0.43, -0.49, -5.38], [-0.76, 1.58, -3.63], [-1.89, 1.10, -4.92], [0.70, -2.63, 3.99], [2.04, 4.52, 1.28], [2.82, 4.15, -2.27], [1.40, 3.27, 2.39], [-1.05, -4.72, -2.09], [-1.57, -4.92, -0.40], [1.01, -0.40, 4.88]],
  "nbo_charge": [1.9451, -0.2847, -0.7546, -0.5391, -0.9586, -0.5574, -0.6462, -0.6589, -0.5050, -0.1882, -0.2822, -0.3397, -0.2777, -0.1887, -0.6673, -0.0626, -0.6746, 0.1911, 0.0984, -0.6902, -0.0522, -0.6922, 0.2671, 0.2708, -0.4017, 0.1877, -0.2841, 0.2114, 0.2620, 0.2467, 0.4492, 0.2723, 0.2436, 0.5027, 0.2255, 0.5197, 0.5108, 0.2465, 0.2399, 0.1871, 0.2360, 0.4917, 0.2545, 0.5196, 0.2180, 0.2346, 0.2250, 0.2241, 0.2498, 0.2206, 0.2697, 0.2415, 0.2428]
}


{
  "formula": "C28H57FNO19PS",
  "method": "wB97M-V/def2-TZVPD",
  "lumo_energy_ev": -1.44,
  "largest_force_ev_per_a": 9.411,
  "gap_ha": 0.2785,
  "smiles": "CCC(=O)OCCN(P(C)CC)S(=O)(=O)F.CCOC(=O)OC.CCOC(=O)OC.CCOC(=O)OC.CCOC(=O)OC.CCOC(=O)OC",
  "symbols": ["S", "P", "F", "O", "O", "O", "O", "O", "O", "O", "O", "O", "O", "O", "O", "O", "O", "O", "O", "O", "O", "O", "N", "C", "C", "C", "C", "C", "C", "C", "C", "C", "C", "C", "C", "C", "C", "C", "C", "C", "C", "C", "C", "C", "C", "C", "C", "C", "C", "C", "C", "H", "H", "H", "H", "H", "H", "H", "H", "H", "H", "H", "H", "H", "H", "H", "H", "H", "H", "H", "H", "H", "H", "H", "H", "H", "H", "H", "H", "H", "H", "H", "H", "H", "H", "H", "H", "H", "H", "H", "H", "H", "H", "H", "H", "H", "H", "H", "H", "H", "H", "H", "H", "H", "H", "H", "H", "H"],
  "positions_angstrom": [[3.80, 2.53, 1.11], [2.48, 0.47, -0.54], [3.31, 1.72, 2.58], [0.58, 1.70, -4.48], [-1.15, 0.66, -5.57], [-4.20, -0.20, -0.44], [-10.92, 2.21, 2.16], [-3.05, -4.69, -4.04], [-9.35, 1.18, 3.48], [5.17, 3.21, 1.51], [-2.43, -6.74, -4.88], [6.71, 2.49, -1.00], [-0.71, 0.33, -3.35], [2.86, 3.76, 0.78], [-9.22, 3.40, 2.88], [8.58, -0.03, 5.26], [-5.02, 0.08, 1.69], [-2.23, -4.97, -6.16], [6.81, 0.56, -2.59], [-4.40, -1.97, 0.85], [7.68, 1.24, 3.71], [8.19, 2.19, 5.74], [3.92, 1.48, -0.26], [-4.44, 1.18, -0.66], [1.01, 0.89, 0.58], [-11.56, 0.94, 2.01], [-0.48, 0.87, -4.57], [-0.01, 3.55, -5.95], [0.81, -0.09, 1.88], [-1.87, -0.48, -3.28], [-7.98, 3.52, 3.60], [3.06, -1.32, -0.03], [7.96, -0.32, 7.60], [0.94, 2.39, -5.69], [7.11, 2.49, 3.33], [-2.60, -5.40, -4.93], [4.16, 2.20, -1.57], [8.17, 1.23, 4.98], [-6.83, 2.91, 2.81], [-9.79, 2.17, 2.91], [8.82, 0.80, 0.48], [-4.33, -7.50, -3.56], [7.43, 0.09, -0.12], [9.09, -0.23, 6.59], [-2.46, -3.58, -6.39], [5.53, 3.07, -1.67], [-6.30, -2.74, 2.17], [-4.79, -2.60, 2.08], [-2.82, -7.36, -3.64], [6.94, 1.09, -1.37], [-4.58, -0.63, 0.79], [3.12, -1.47, 1.13], [-6.69, -3.26, 1.29], [0.03, 0.75, -0.08], [-2.01, -3.31, -7.35], [7.81, 3.32, 3.49], [-3.98, 1.45, -1.62], [-7.80, 4.59, 3.73], [-4.34, -3.59, 2.09], [6.61, 0.18, 0.75], [3.18, 2.82, -1.88], [5.70, 3.35, -2.81], [7.41, 0.63, 7.67], [-0.05, 4.21, -5.08], [-1.03, 3.20, -6.13], [8.54, 1.77, 1.11], [-6.79, -1.76, 2.20], [-3.54, -3.39, -6.45], [5.32, 4.11, -1.12], [-5.88, 3.09, 3.32], [-2.36, -8.36, -3.64], [0.96, 1.99, 0.98], [-11.75, 0.48, 2.99], [-6.96, 1.83, 2.69], [4.13, -1.44, -0.48], [-2.00, -2.97, -5.60], [-1.89, -0.97, -2.30], [-4.61, -8.06, -2.66], [9.81, 0.56, 6.85], [0.34, -1.12, 1.55], [9.47, 0.04, 1.12], [-10.95, 0.29, 1.39], [6.18, 2.66, 3.88], [6.88, 2.44, 2.26], [-4.72, -8.02, -4.44], [0.32, 4.12, -6.82], [-2.41, -6.82, -2.79], [9.39, 1.19, -0.48], [-6.59, -3.29, 3.06], [1.80, -0.35, 2.46], [-3.98, 1.80, 0.12], [1.95, 2.77, -5.55], [2.32, -2.06, -0.58], [-8.07, 3.08, 4.60], [-2.77, 0.14, -3.37], [-6.79, 3.34, 1.81], [-5.51, 1.37, -0.73], [-4.38, -2.05, 2.94], [-1.87, -1.26, -4.05], [7.24, -1.08, 7.30], [-12.52, 1.10, 1.51], [-4.81, -6.53, -3.52], [7.58, -1.02, -0.45], [8.35, -0.56, 8.59], [0.11, 0.44, 2.69], [9.64, -1.17, 6.58], [0.97, 1.69, -6.54], [4.23, 1.35, -2.41]],
  "mulliken_charge": [1.0258, 0.0080, -0.3072, -0.2670, -0.5836, -0.2054, -0.3369, -0.5628, -0.5606, -0.5753, -0.3461, -0.2472, -0.1661, -0.5745, -0.3505, -0.3584, -0.5493, -0.3375, -0.6118, -0.3045, -0.2215, -0.5644, 0.3324, -0.6785, -0.2528, -0.6126, 0.6016, -1.1133, -0.8753, 0.0329, -0.2827, -0.9693, -1.1049, -0.1890, -0.2180, 0.7492, -0.8958, 0.6417, -0.8757, 0.7852, -0.7758, -1.0714, -0.0221, -0.1570, -0.3654, -0.5638, -0.9947, -0.1540, -0.1649, 0.4981, 0.6357, 0.2739, 0.2873, 0.1541, 0.2471, 0.3257, 0.1784, 0.2948, 0.2965, 0.0454, 0.3991, 0.3167, 0.3150, 0.2826, 0.2990, 0.1201, 0.2154, 0.2882, 0.3389, 0.3765, 0.2871, 0.4137, 0.2825, 0.2064, 0.2883, -0.0399, 0.2044, 0.3483, 0.3107, 0.2851, 0.2789, 0.2829, 0.3617, -0.2802, 0.2885, 0.3734, 0.2919, 0.3535, 0.3572, 0.1709, 0.3183, 0.2991, 0.3211, 0.3090, 0.1904, 0.2654, 0.3191, 0.2879, -0.2118, 0.2843, 0.2245, 0.3031, 0.3132, 0.3582, 0.3005, 0.2904, 0.3099, 0.4544]
}


{
  "formula": "CH4N4O",
  "method": "wB97M-V/def2-TZVPD",
  "lumo_energy_ev": 0.15,
  "largest_force_ev_per_a": 3.456,
  "gap_ha": 0.3722,
  "smiles": "[H]/N=C(/N)NN=O",
  "symbols": ["O", "N", "N", "N", "N", "C", "H", "H", "H", "H"],
  "positions_angstrom": [[-2.86, -0.12, -0.11], [0.79, 1.48, -0.06], [1.53, -0.71, -0.16], [-0.78, -0.28, -0.02], [-1.83, 0.52, -0.04], [0.56, 0.27, -0.13], [1.36, -1.53, 0.52], [2.36, -0.20, -0.05], [-0.22, 1.89, 0.13], [-0.91, -1.32, -0.09]],
  "nbo_charge": [-0.3689, -0.6891, -0.8250, -0.4497, 0.2478, 0.5403, 0.3913, 0.4010, 0.3610, 0.3911]
}


{
  "formula": "C5H6O2",
  "method": "wB97M-V/def2-TZVPD",
  "lumo_energy_ev": 0.91,
  "largest_force_ev_per_a": 0.547,
  "gap_ha": 0.3797,
  "smiles": "O=C1CO[C@H]2C[C@@H]12",
  "symbols": ["O", "O", "C", "C", "C", "C", "C", "H", "H", "H", "H", "H", "H"],
  "positions_angstrom": [[0.67, -1.01, -0.90], [1.20, 2.14, 0.44], [-1.25, -0.60, 0.56], [0.72, 1.06, 0.24], [1.50, -0.23, -0.06], [-0.72, 0.73, 0.05], [-0.65, -0.52, -0.79], [-1.42, 1.53, -0.18], [-0.68, -1.11, 1.34], [-1.21, -0.53, -1.71], [1.72, -0.75, 0.89], [-2.33, -0.69, 0.67], [2.44, -0.02, -0.56]],
  "nbo_charge": [-0.4971, -0.5199, -0.4265, 0.5675, -0.1838, -0.3765, 0.1040, 0.2466, 0.2271, 0.2115, 0.1924, 0.2360, 0.2186]
}